Here is C52H26Cl5F15GeIrN3OS3 as an isolated structure from the OMol25 dataset. Energies are from ωB97M-V with the def2-TZVPD basis set.

Values from the calculation:
HOMO-LUMO gap ... 7.4 eV
Energy ... -256099.422 eV
Net charge ... 0
Relative energy (zero: lowest compared OMol25 entry of this formula, charge and spin) ... 1.058 eV

Each line ends with the Mulliken charge.
Positions of all 107 atoms, in Å:
1 Ir -1.5965 -2.0804 -0.9116  2.729
2 Ge 0.7805 1.6629 -1.3843  1.898
3 Cl 2.4240 -0.7373 1.3315  0.554
4 Cl 6.5850 -3.2354 3.5701  -0.234
5 Cl 3.9919 2.7846 5.7978  -0.202
6 Cl 0.1562 -3.6541 -1.3336  -0.096
7 Cl -4.2564 -6.7655 -0.8238  -0.222
8 S 2.9921 4.6906 3.7433  -0.178
9 S 0.1381 -0.3702 -1.3942  -1.095
10 S -2.9876 -3.9095 -0.5927  -0.598
11 F 2.4664 2.9956 0.9985  -0.256
12 F 3.0722 0.1544 -2.7178  -0.419
13 F -2.2961 6.2047 1.2998  -0.333
14 F -2.9506 3.6358 1.9114  -0.398
15 F -1.7873 2.2069 -2.8091  -0.431
16 F -0.1614 6.7118 -0.2987  -0.361
17 F 6.5133 0.7447 0.3884  -0.383
18 F 2.2125 3.5567 -6.2057  -0.306
19 F -2.3710 3.0005 -5.3192  -0.376
20 F 2.8098 2.7777 -3.7182  -0.328
21 F 5.5611 -0.4001 -1.8774  -0.343
22 F 4.9641 2.4676 1.8006  -0.346
23 F -1.5590 1.6116 0.8908  -0.223
24 F -0.3677 3.6536 -7.0291  -0.319
25 F 1.2488 4.6812 -1.3441  -0.441
26 O 1.5830 0.5666 5.5081  -0.216
27 N -0.1448 -1.7455 3.2218  0.506
28 N -2.9083 -0.5730 -0.3651  0.506
29 N -0.9683 -2.2148 1.2408  0.011
30 C 1.4453 2.9093 4.7595  -0.382
31 C 0.5311 2.4154 -3.1907  -0.368
32 C -0.7417 -1.2632 2.1194  -0.143
33 C -1.9270 3.8928 1.0931  -0.022
34 C 1.5210 2.7877 -4.0805  0.585
35 C 3.4765 -1.3132 5.1563  -0.580
36 C -5.2545 0.1077 -3.1492  -1.226
37 C 0.2004 4.3909 -0.5626  0.933
38 C 3.2130 2.1810 0.2362  -0.173
39 C 4.4952 1.9110 0.6818  0.134
40 C 2.6868 1.6197 -0.9102  -0.120
41 C -2.9220 -0.7537 -3.3076  0.664
42 C 2.7482 -0.8882 4.0467  -0.412
43 C -0.5088 -7.5243 -1.9357  -0.548
44 C 1.3676 4.6481 3.2191  -0.383
45 C -1.8663 -0.7902 -5.4869  -0.917
46 C 4.4238 -1.9306 2.6321  -1.057
47 C -4.0720 -0.2601 -2.5024  0.698
48 C -0.4850 -3.3747 1.8046  -0.739
49 C 0.0964 -6.2847 -1.8488  -0.816
50 C -1.3778 -2.4859 -3.8625  -0.426
51 C -0.7746 2.5113 -3.6417  0.141
52 C -1.8539 -7.6501 -1.6140  -0.586
53 C -6.3911 0.4589 -1.0643  -0.767
54 C 3.2456 -1.2144 2.7870  0.745
55 C -0.0808 3.2631 -5.7908  0.857
56 C -2.7421 -0.2184 -4.5852  -0.790
57 C -0.6647 -5.2031 -1.4423  0.309
58 C -1.5929 5.1998 0.7905  1.018
59 C -1.1003 2.9233 -4.9188  -0.140
60 C -6.3923 0.4747 -2.4506  -0.824
61 C 4.7969 0.4497 -1.1916  0.207
62 C -2.1481 -1.8508 -2.8740  0.964
63 C -0.1226 3.0675 -0.3098  0.231
64 C -4.0958 -0.2450 -1.1126  -0.006
65 C 5.2868 1.0339 -0.0352  0.721
66 C 1.2357 3.2057 -5.3696  0.092
67 C -1.1842 2.8628 0.5450  -0.763
68 C 0.2217 -0.9895 4.4047  -1.749
69 C 0.0380 -3.0943 3.0267  -0.516
70 C 3.5132 0.7482 -1.6056  -0.024
71 C -0.5076 5.4541 -0.0317  -0.031
72 C -2.0159 -5.2643 -1.1151  0.267
73 C -1.2254 -1.9695 -5.1384  -1.146
74 C -2.5834 -6.5476 -1.2150  0.164
75 C 0.9058 1.8089 5.6224  -0.961
76 C 0.6667 3.6533 3.8252  -0.346
77 C 5.1130 -2.3386 3.7577  0.253
78 C 4.6478 -2.0375 5.0268  -0.994
79 C 1.4734 -0.1024 4.2688  1.468
80 C -5.2349 0.0927 -0.3984  -0.644
81 C 2.7277 3.3729 4.8005  0.824
82 H -0.5833 -2.4726 -5.8510  0.402
83 H -5.2122 0.0799 0.6862  0.448
84 H 0.0596 -8.3868 -2.2537  0.398
85 H -3.3036 0.6644 -4.8689  0.445
86 H 1.0146 2.0701 6.6753  0.362
87 H -0.9688 -0.2187 1.9917  0.356
88 H 4.7917 -2.1658 1.6433  0.577
89 H 1.1417 -6.1491 -2.0917  0.485
90 H 3.1208 -1.0416 6.1406  0.515
91 H -1.7256 -0.3506 -6.4664  0.486
92 H -5.2822 0.0711 -4.2298  0.550
93 H -0.1644 1.6902 5.4147  0.261
94 H -7.2774 0.7274 -0.5057  0.422
95 H -0.3810 3.4557 3.6403  0.497
96 H 1.0239 5.3481 2.4751  0.514
97 H -2.2084 0.1679 -0.4834  -0.568
98 H 0.5064 -3.7179 3.7678  0.476
99 H 0.3846 -1.6996 5.2141  0.046
100 H -2.3481 -8.6099 -1.6715  0.419
101 H -0.6179 -0.3504 4.6813  0.456
102 H 1.3338 0.6046 3.4420  -0.226
103 H -3.1308 -0.6405 0.6238  0.322
104 H -0.8752 -3.4145 -3.6321  0.294
105 H -7.2870 0.7543 -2.9908  0.411
106 H 5.1995 -2.3614 5.8977  0.459
107 H -0.5665 -4.3262 1.3099  0.416